Record 1
Computed, not measured: C39H21N8Os as an isolated structure, with the ωB97M-V functional and the def2-TZVPD basis.

CARTESIAN COORDINATES (ANGSTROEM)
Os1 -0.094 0.473 0.886
C1 -0.817 -5.563 3.321
C2 0.582 -5.577 3.311
C3 1.305 -4.540 2.746
C4 0.608 -3.472 2.199
C5 1.029 -2.226 1.581
N1 2.259 -1.913 1.264
C6 2.630 -0.758 0.702
C7 3.943 -0.473 0.204
C8 5.097 -1.248 0.096
C9 6.233 -0.663 -0.426
C10 6.230 0.679 -0.847
C11 5.094 1.455 -0.748
C12 3.941 0.880 -0.213
C13 2.628 1.398 0.050
N2 2.261 2.683 -0.065
C14 1.032 3.114 0.061
N3 -0.095 2.332 0.073
C15 -1.216 3.126 0.107
N4 -2.453 2.713 0.019
C16 -2.829 1.432 0.143
N5 -2.066 0.399 0.635
C17 -2.837 -0.731 0.765
N6 -2.461 -1.893 1.309
C18 -1.221 -2.214 1.595
N7 -0.097 -1.494 1.278
C19 -0.799 -3.463 2.208
C20 -1.521 -4.511 2.761
C21 -4.159 -0.426 0.300
C22 -5.324 -1.185 0.198
C23 -6.458 -0.573 -0.296
C24 -6.448 0.775 -0.696
C25 -5.302 1.539 -0.599
C26 -4.152 0.934 -0.093
C27 -0.787 4.513 0.169
C28 -1.492 5.691 0.366
C29 -0.774 6.861 0.544
C30 0.623 6.860 0.510
C31 1.332 5.689 0.301
C32 0.620 4.508 0.136
N8 1.869 0.382 0.572
H1 -1.350 -6.385 3.782
H2 1.105 -6.412 3.761
H3 2.388 -4.551 2.740
H4 5.087 -2.283 0.416
H5 7.144 -1.242 -0.514
H6 7.138 1.107 -1.254
H7 5.084 2.489 -1.072
H8 -2.603 -4.485 2.756
H9 -5.329 -2.226 0.497
H10 -7.380 -1.137 -0.377
H11 -7.358 1.220 -1.082
H12 -5.282 2.578 -0.901
H13 -2.574 5.679 0.411
H14 -1.295 7.792 0.733
H15 1.156 7.789 0.673
H16 2.414 5.679 0.288
C33 -0.048 0.961 2.671
C34 0.061 0.553 3.999
C35 -1.021 -0.109 4.636
C36 -0.940 -0.458 5.966
C37 0.202 -0.180 6.712
C38 1.279 0.454 6.096
C39 1.217 0.826 4.771
H17 -1.903 -0.337 4.048
H18 -1.773 -0.965 6.438
H19 0.255 -0.459 7.756
H20 2.177 0.657 6.668
H21 2.054 1.315 4.288

Atomic forces in eV per Å
0.132 0.480 4.295
0.070 -0.068 0.028
-0.085 -0.073 0.038
0.149 0.134 -0.090
-0.556 -0.330 0.162
0.662 0.296 -0.545
-0.226 -0.287 0.295
0.023 0.079 -0.019
-0.172 0.244 0.026
0.173 -0.049 -0.041
-0.066 -0.223 0.089
-0.100 0.224 -0.035
0.221 0.082 -0.072
-0.299 -0.155 0.212
0.032 -0.602 0.130
-0.349 0.906 0.310
0.909 -0.738 -0.558
-0.196 -0.073 0.847
-0.645 -0.821 -0.563
0.318 0.829 0.349
0.116 -0.690 0.176
-0.942 0.299 -0.856
-0.154 0.076 -0.049
0.506 -0.436 0.353
-1.064 0.148 -0.437
0.201 0.997 0.190
0.361 -0.271 0.090
-0.039 0.109 -0.066
0.292 0.207 0.065
-0.247 -0.020 -0.047
0.051 -0.253 0.093
0.086 0.281 -0.033
-0.223 -0.042 -0.040
0.290 -0.136 0.159
0.504 0.404 0.026
-0.107 -0.133 -0.069
0.083 0.095 -0.005
-0.065 0.061 -0.008
0.148 -0.163 -0.118
-0.558 0.394 0.076
0.813 0.008 -0.778
-0.009 -0.003 -0.023
0.005 0.001 -0.008
-0.004 0.028 -0.005
0.018 0.010 0.009
-0.010 -0.004 -0.012
-0.007 0.001 -0.005
0.019 -0.008 0.013
-0.002 -0.007 0.018
-0.003 0.010 0.014
0.018 -0.011 -0.020
0.003 -0.008 0.001
-0.020 -0.004 -0.001
0.004 -0.016 0.003
-0.020 -0.012 -0.029
0.011 -0.004 -0.025
-0.004 -0.013 0.026
0.017 -0.394 -4.273
-0.062 -0.468 1.346
0.231 0.181 -0.450
0.061 -0.029 0.287
-0.010 0.024 -0.132
-0.060 -0.127 0.200
-0.195 0.015 -0.505
-0.017 -0.010 0.041
-0.016 0.003 -0.048
0.002 -0.005 -0.011
0.008 0.024 -0.037
-0.006 0.035 0.049

The total energy comes out at -55175.535 eV. As for the highest occupied orbital energy (spin up / spin down): -0.10146 / -0.09918 Ha. For the energy above the lowest of the compared OMol25 structures with the same formula, charge and spin, the calculation gives 0.335 eV. As for the net charge: -1.

Atomic charges from the natural (NBO) analysis, expressed in e, are listed below: number 1, Os, carries 0.91; number 2, C, carries -0.22; number 3, C, carries -0.23; number 4, C, carries -0.18; number 5, C, carries -0.09; number 6, C, carries 0.36; number 7, N, carries -0.44; number 8, C, carries 0.30; number 9, C, carries -0.11; number 10, C, carries -0.17; number 11, C, carries -0.25; number 12, C, carries -0.24; number 13, C, carries -0.20; number 14, C, carries -0.03; number 15, C, carries 0.27; number 16, N, carries -0.47; number 17, C, carries 0.39; number 18, N, carries -0.58; number 19, C, carries 0.38; number 20, N, carries -0.47; number 21, C, carries 0.29; number 22, N, carries -0.50; number 23, C, carries 0.28; number 24, N, carries -0.44; number 25, C, carries 0.32; number 26, N, carries -0.54; number 27, C, carries 0.00; number 28, C, carries -0.21; number 29, C, carries -0.10; number 30, C, carries -0.18; number 31, C, carries -0.24; number 32, C, carries -0.24; number 33, C, carries -0.21; number 34, C, carries -0.03; number 35, C, carries -0.01; number 36, C, carries -0.21; number 37, C, carries -0.22; number 38, C, carries -0.22; number 39, C, carries -0.18; number 40, C, carries -0.09; number 41, N, carries -0.50; number 42, H, carries 0.20; number 43, H, carries 0.20; number 44, H, carries 0.22; number 45, H, carries 0.22; number 46, H, carries 0.20; number 47, H, carries 0.20; number 48, H, carries 0.21; number 49, H, carries 0.22; number 50, H, carries 0.22; number 51, H, carries 0.20; number 52, H, carries 0.20; number 53, H, carries 0.22; number 54, H, carries 0.22; number 55, H, carries 0.20; number 56, H, carries 0.20; number 57, H, carries 0.22; number 58, C, carries 0.08; number 59, C, carries -0.12; number 60, C, carries -0.22; number 61, C, carries -0.21; number 62, C, carries -0.24; number 63, C, carries -0.21; number 64, C, carries -0.22; number 65, H, carries 0.22; number 66, H, carries 0.21; number 67, H, carries 0.20; number 68, H, carries 0.21; number 69, H, carries 0.22

=====

Record 2
Computed, not measured: C39H24AuF5N3O2S2Te as an isolated structure, with the ωB97M-V functional and the def2-TZVPD basis.

CARTESIAN COORDINATES (ANGSTROEM)
Au1 -1.023 -0.801 1.028
S1 -3.183 -1.057 1.743
C1 -3.134 0.577 2.320
S2 -1.544 1.215 2.061
C2 -4.174 1.258 2.885
C3 -3.990 2.609 3.304
N1 -3.828 3.703 3.625
C4 -5.447 0.642 3.063
N2 -6.475 0.144 3.209
C5 3.021 0.713 -4.816
C6 2.420 0.516 -3.450
C7 3.198 0.394 -2.316
C8 2.640 0.162 -1.060
C9 3.581 0.112 0.099
O1 4.486 0.919 0.190
C10 3.473 -0.988 1.106
C11 3.179 -2.283 0.703
C12 3.166 -3.315 1.629
C13 3.412 -3.047 2.968
C14 3.708 -1.751 3.373
C15 3.761 -0.729 2.441
C16 1.241 0.111 -0.883
O2 0.771 -0.021 0.346
C17 0.440 0.329 -2.034
C18 1.037 0.485 -3.273
C19 -1.043 0.518 -1.941
N3 -1.569 1.620 -1.594
C20 -0.727 2.752 -1.242
C21 -1.580 4.008 -1.253
Te1 -0.472 5.770 -0.756
C22 0.099 5.078 1.152
C23 1.341 4.477 1.340
C24 1.690 3.969 2.584
C25 0.796 4.052 3.642
C26 -0.443 4.647 3.459
C27 -0.792 5.163 2.218
C28 -1.975 -0.580 -2.353
C29 -3.304 -0.535 -1.927
C30 -4.189 -1.539 -2.274
C31 -3.766 -2.601 -3.066
C32 -2.453 -2.646 -3.505
C33 -1.561 -1.645 -3.146
H1 4.108 0.772 -4.756
H2 2.661 1.633 -5.281
H3 2.769 -0.112 -5.486
H4 4.278 0.465 -2.385
H5 2.975 -2.475 -0.343
H6 2.949 -4.326 1.309
H7 3.374 -3.848 3.696
H8 3.904 -1.542 4.418
H9 4.016 0.280 2.736
H10 0.394 0.638 -4.136
H11 0.107 2.857 -1.945
H12 -0.283 2.595 -0.255
H13 -2.409 3.925 -0.554
H14 -1.985 4.189 -2.249
H15 2.033 4.392 0.512
H16 2.656 3.497 2.711
H17 1.060 3.640 4.608
H18 -1.152 4.698 4.276
H19 -1.768 5.609 2.076
H20 -3.618 0.293 -1.306
H21 -5.211 -1.500 -1.917
H22 -4.458 -3.390 -3.332
H23 -2.113 -3.469 -4.123
H24 -0.536 -1.699 -3.482
F1 0.400 -2.629 -1.439
C34 -0.073 -3.397 -0.450
C35 -0.693 -2.834 0.649
C36 -1.061 -3.743 1.632
F2 -1.625 -3.327 2.778
C37 -0.860 -5.109 1.529
F3 -1.233 -5.935 2.514
C38 -0.255 -5.625 0.399
F4 -0.049 -6.939 0.279
C39 0.148 -4.757 -0.596
F5 0.759 -5.235 -1.688

Atomic forces in eV per Å
0.327 -0.214 -0.316
-0.095 0.139 0.188
0.108 -0.062 -0.067
-0.178 0.347 -0.157
-0.007 0.018 0.031
-0.070 -0.008 -0.045
0.020 0.005 0.031
-0.001 0.055 0.036
0.002 -0.030 -0.021
0.000 -0.002 -0.001
-0.051 0.005 -0.054
0.032 -0.076 0.080
-0.092 0.100 -0.014
0.075 -0.020 -0.040
-0.064 0.024 0.051
-0.033 0.012 0.007
-0.087 0.027 -0.067
-0.068 -0.021 0.019
0.001 -0.019 -0.005
0.024 0.013 -0.001
-0.020 0.007 0.033
-0.093 -0.002 -0.098
0.130 -0.121 0.186
0.086 -0.221 0.181
0.013 0.095 -0.052
-0.029 -0.003 -0.148
-0.022 0.038 0.114
0.040 -0.033 -0.098
0.070 0.026 0.057
0.037 0.014 -0.025
-0.034 -0.054 0.013
0.028 0.008 -0.020
-0.039 -0.002 -0.028
0.051 -0.009 0.000
-0.038 0.015 0.036
-0.015 -0.045 -0.018
-0.020 -0.048 0.100
0.038 -0.022 0.044
-0.022 -0.001 -0.010
0.000 0.010 0.011
0.020 0.010 -0.007
-0.029 0.052 -0.059
0.000 0.003 0.001
0.000 -0.002 0.000
0.002 -0.002 0.001
-0.003 0.009 0.000
-0.069 -0.032 -0.023
-0.018 -0.028 -0.010
0.003 0.003 -0.004
-0.005 0.002 -0.004
-0.015 0.025 -0.004
-0.014 -0.004 0.001
0.007 0.017 0.015
-0.055 -0.013 0.048
-0.027 -0.026 0.029
-0.029 -0.006 0.006
-0.006 -0.001 -0.009
0.010 -0.027 0.027
0.000 0.002 -0.002
-0.018 -0.019 -0.036
0.009 -0.002 0.031
-0.007 -0.001 0.003
0.001 0.000 0.006
0.001 -0.001 0.001
-0.001 -0.001 0.000
0.046 0.006 0.008
0.095 0.114 -0.021
0.110 0.028 -0.010
-0.069 0.024 0.024
0.013 -0.015 0.023
0.047 -0.053 0.040
0.011 -0.008 -0.002
-0.005 0.002 -0.001
0.014 0.044 -0.013
0.006 -0.018 -0.001
-0.044 -0.010 0.033
0.014 -0.016 -0.023

The total energy comes out at -95642.348 eV. As for the highest occupied orbital energy: -0.21419 Ha. For the energy above the lowest of the compared OMol25 structures with the same formula, charge and spin, the calculation gives 0.000 eV. As for the net charge: -1.

Atomic charges from the Mulliken analysis, expressed in e, are listed below: number 1, Au, carries 1.24; number 2, S, carries -0.39; number 3, C, carries 0.67; number 4, S, carries -0.25; number 5, C, carries 0.41; number 6, C, carries -0.06; number 7, N, carries -0.54; number 8, C, carries -0.21; number 9, N, carries -0.53; number 10, C, carries -1.70; number 11, C, carries 0.21; number 12, C, carries -0.50; number 13, C, carries 1.13; number 14, C, carries -0.72; number 15, O, carries -0.63; number 16, C, carries 0.54; number 17, C, carries -0.06; number 18, C, carries -0.58; number 19, C, carries -0.51; number 20, C, carries -0.62; number 21, C, carries -0.55; number 22, C, carries 0.42; number 23, O, carries -1.32; number 24, C, carries 0.41; number 25, C, carries -0.07; number 26, C, carries -0.89; number 27, N, carries -0.32; number 28, C, carries 0.10; number 29, C, carries -1.29; number 30, Te, carries 0.20; number 31, C, carries -0.35; number 32, C, carries -0.15; number 33, C, carries -0.42; number 34, C, carries -0.40; number 35, C, carries -0.56; number 36, C, carries -0.23; number 37, C, carries 1.02; number 38, C, carries -0.44; number 39, C, carries -0.67; number 40, C, carries -0.47; number 41, C, carries -0.75; number 42, C, carries -0.12; number 43, H, carries 0.38; number 44, H, carries 0.35; number 45, H, carries 0.33; number 46, H, carries 0.43; number 47, H, carries 0.50; number 48, H, carries 0.43; number 49, H, carries 0.40; number 50, H, carries 0.39; number 51, H, carries 0.44; number 52, H, carries 0.52; number 53, H, carries 0.23; number 54, H, carries -0.01; number 55, H, carries 0.37; number 56, H, carries 0.53; number 57, H, carries 0.36; number 58, H, carries 0.39; number 59, H, carries 0.38; number 60, H, carries 0.39; number 61, H, carries 0.38; number 62, H, carries 0.45; number 63, H, carries 0.40; number 64, H, carries 0.40; number 65, H, carries 0.43; number 66, H, carries 0.27; number 67, F, carries -0.35; number 68, C, carries 0.48; number 69, C, carries -1.14; number 70, C, carries 0.97; number 71, F, carries -0.33; number 72, C, carries 0.24; number 73, F, carries -0.33; number 74, C, carries 0.82; number 75, F, carries -0.34; number 76, C, carries 0.13; number 77, F, carries -0.35